ORCA calculation (ωB97M-V/def2-TZVPD) on a molecular structure, C31H28As2F12HgN5O11 in a non-equilibrium geometry.

Atoms and positions in Å:
Hg1 -0.5720 -1.1421 -0.1050
As1 -4.9190 -2.8927 -4.5872
F1 -6.1988 -3.3788 -5.7909
F2 -5.9409 -3.6353 -3.1854
F3 -3.6731 -2.4833 -3.2998
F4 -3.9495 -2.1297 -5.9231
F5 -5.7016 -1.3211 -4.2588
F6 -4.0432 -4.4878 -4.7386
As2 -3.4190 -5.7480 3.5644
F7 -1.9529 -5.6299 4.6138
F8 -2.7313 -4.4257 2.4703
F9 -4.8269 -5.9130 2.4444
F10 -4.1650 -6.9723 4.6333
F11 -4.1895 -4.4194 4.4735
F12 -2.4818 -6.9699 2.6730
C1 3.2195 0.8645 -3.8215
O1 2.3690 0.1020 -3.0442
H1 3.3924 0.5637 -4.8548
H2 2.9343 1.9152 -3.8750
H3 4.1571 0.9430 -3.2711
C2 3.5788 -8.9439 -5.1936
C3 2.7331 -7.8305 -5.1846
C4 2.2677 -7.2804 -3.9931
C5 2.6343 -7.8237 -2.7270
C6 3.3771 -8.9977 -2.7411
C7 3.8308 -9.5430 -3.9268
N1 2.1985 -7.1516 -1.4905
O2 2.7614 -7.4293 -0.3977
O3 1.4100 -6.2372 -1.6530
H4 3.9843 -9.4483 -6.0582
H5 2.5306 -7.4458 -6.1733
H6 1.5638 -6.4622 -4.0305
H7 3.6248 -9.4908 -1.8127
H8 4.4412 -10.4330 -3.9671
C8 5.9843 6.3982 2.9472
C9 4.8405 6.9956 3.4666
C10 3.6253 6.4152 3.2677
C11 3.4921 5.2252 2.5174
C12 4.6200 4.7317 1.8960
C13 5.8594 5.3252 2.1043
N2 2.1835 4.5760 2.3897
O4 2.1442 3.5903 1.6689
O5 1.2019 5.1498 2.8804
H9 6.9484 6.8704 3.0650
H10 5.0600 7.8511 4.0881
H11 2.7722 6.7583 3.8341
H12 4.6058 3.8258 1.3082
H13 6.6952 4.7699 1.7049
C14 8.7653 -1.4069 1.2486
C15 7.7801 -1.8438 0.3964
C16 6.4848 -2.0346 0.8541
C17 6.1814 -1.8806 2.2042
C18 7.2163 -1.5368 3.0608
C19 8.4846 -1.2317 2.6416
N3 4.8916 -2.0872 2.8324
O6 3.8649 -1.7878 2.1848
O7 4.8756 -2.7747 3.8386
H14 9.6755 -1.0306 0.8055
H15 7.9590 -1.8758 -0.6682
H16 5.8188 -2.3635 0.0700
H17 6.9526 -1.2771 4.0754
H18 9.2369 -0.6715 3.1770
C20 -8.2788 2.8694 5.8974
C21 -7.0817 3.1223 5.2248
C22 -6.7045 2.3545 4.2005
C23 -7.4089 1.1558 3.8419
C24 -8.5527 0.8057 4.5861
C25 -8.9629 1.6635 5.6168
N4 -6.8797 0.2014 2.8622
O8 -7.5453 -0.7885 2.5579
O9 -5.7549 0.4104 2.4063
H19 -8.6167 3.4874 6.7162
H20 -6.4769 3.9699 5.5113
H21 -5.7172 2.5049 3.7893
H22 -9.1503 -0.0669 4.3674
H23 -9.8434 1.3803 6.1745
C26 -3.4341 8.2702 -4.9663
C27 -4.4122 8.1720 -3.9555
C28 -4.5309 7.0323 -3.1762
C29 -3.6170 5.9697 -3.2187
C30 -2.4739 6.1755 -4.0525
C31 -2.4031 7.2794 -4.9683
N5 -3.8061 4.7557 -2.4087
O10 -2.9925 3.8264 -2.5056
O11 -4.7218 4.7299 -1.6655
H24 -3.3506 9.1213 -5.6259
H25 -5.1310 8.9140 -3.6408
H26 -5.3575 6.9017 -2.4934
H27 -1.6899 5.4327 -4.0507
H28 -1.5701 7.3472 -5.6524

Computed properties:
2S+1	1
net charge	-1
electronic energy	-221019.0488	eV
highest occupied orbital energy	-8.3	eV
relative energy (zero: lowest compared OMol25 entry of this formula, charge and spin)	1019.74	kJ/mol
gap between HOMO and LUMO	2.4	eV
lowest unoccupied orbital energy	-5.86	eV

***

ORCA calculation (ωB97M-V/def2-TZVPD) on a molecular structure, C31H28AsInN8S4.

Atoms and positions in Å:
In1 -1.3006 0.3318 0.2508
C1 -5.3135 -3.1592 2.8762
S1 -5.5089 -2.0363 1.4798
C2 -3.9750 -1.2236 1.4588
S2 -3.8688 -0.0005 0.2352
N1 -3.0845 -1.5909 2.3379
N2 -1.9296 -0.8629 2.2571
C3 -1.0450 -1.1148 3.1278
C4 0.1853 -0.3063 3.1097
C5 1.1168 -0.3850 4.1323
C6 2.1997 0.4785 4.1171
C7 2.3129 1.4038 3.0921
C8 1.3484 1.4022 2.0999
N3 0.3218 0.5533 2.0956
H1 -6.3163 -3.5261 3.0894
H2 -4.9199 -2.6241 3.7361
H3 -4.6581 -3.9872 2.6146
H4 -1.2016 -1.8726 3.8908
H5 0.9812 -1.1075 4.9263
H6 2.9418 0.4386 4.9043
H7 3.1360 2.1037 3.0449
H8 1.4027 2.0942 1.2701
S3 -1.4542 1.2567 -2.0750
C9 0.0178 1.1899 -3.0647
C10 -0.1475 1.6700 -4.3743
C11 0.8980 1.6828 -5.2742
C12 2.1535 1.2139 -4.8980
C13 2.3285 0.7373 -3.6152
C14 1.2777 0.7184 -2.6906
As1 1.6147 -0.0029 -0.9200
C15 2.1281 -1.8250 -1.3733
C16 1.6941 -2.3995 -2.5646
C17 1.9111 -3.7488 -2.8077
C18 2.5570 -4.5384 -1.8665
C19 2.9723 -3.9775 -0.6692
C20 2.7445 -2.6311 -0.4184
C21 3.3040 0.9177 -0.5689
C22 4.4081 0.3172 0.0271
C23 5.5189 1.0759 0.3824
C24 5.5309 2.4444 0.1599
C25 4.4286 3.0541 -0.4286
C26 3.3238 2.2962 -0.7897
H9 -1.1240 2.0319 -4.6725
H10 0.7343 2.0586 -6.2772
H11 2.9793 1.2177 -5.5981
H12 3.3002 0.3646 -3.3151
H13 1.1778 -1.8011 -3.3032
H14 1.5612 -4.1860 -3.7340
H15 2.7134 -5.5929 -2.0550
H16 3.4568 -4.5905 0.0803
H17 3.0167 -2.2288 0.5484
H18 4.4262 -0.7474 0.2048
H19 6.3779 0.5906 0.8295
H20 6.3960 3.0338 0.4359
H21 4.4313 4.1215 -0.6122
H22 2.4739 2.7810 -1.2573
N4 -3.2767 -5.4050 1.0336
C27 -2.4126 -4.7471 0.6302
N5 -1.3618 -4.0770 0.2065
C28 -1.1849 -2.8600 -0.0414
N6 -0.9228 -1.7433 -0.3032
S4 -1.5778 2.8321 1.3971
C29 -3.1675 3.0876 0.8315
N7 -3.5312 3.1494 -0.4429
C30 -4.9841 3.2129 -0.6113
C31 -5.4889 3.1572 0.8478
N8 -4.2405 3.2465 1.6092
H23 -2.8779 2.8976 -1.1790
H24 -5.3398 2.3661 -1.1947
H25 -5.2699 4.1354 -1.1123
H26 -5.9860 2.2116 1.0566
H27 -6.1567 3.9800 1.0895
H28 -4.1766 3.0426 2.5912

Computed properties:
2S+1	1
net charge	0
electronic energy	-153876.5951	eV
highest occupied orbital energy	-7.9	eV
relative energy (zero: lowest compared OMol25 entry of this formula, charge and spin)	44.18	kJ/mol
gap between HOMO and LUMO	7.1	eV
lowest unoccupied orbital energy	-0.75	eV

***

ORCA calculation (ωB97M-V/def2-TZVPD) on a molecular structure, C31H28BrN9RhSSe in a non-equilibrium geometry.

Atoms and positions in Å:
Rh1 -0.3855 -0.5392 -0.0144
Se1 2.2542 -6.9231 -3.3207
N1 1.7134 -6.5680 -1.6731
C1 1.2761 -5.3350 -1.6711
C2 0.7675 -4.6597 -0.4820
C3 0.6499 -5.2776 0.7640
C4 0.1831 -4.5379 1.8289
C5 -0.1378 -3.1973 1.6408
N2 -0.0382 -2.5967 0.4536
C6 0.3954 -3.3249 -0.5972
C7 0.4192 -2.6444 -1.8667
N3 -0.0464 -1.3775 -1.8746
C8 -0.1156 -0.7164 -3.0331
C9 0.3019 -1.2787 -4.2325
C10 0.8023 -2.5621 -4.2313
C11 0.8616 -3.2672 -3.0276
C12 1.3423 -4.6408 -2.9231
N4 1.8427 -5.3117 -3.9280
H1 0.9241 -6.3200 0.8672
H2 0.0726 -4.9769 2.8106
H3 -0.4902 -2.6077 2.4708
H4 -0.5308 0.2781 -3.0053
H5 0.2246 -0.7049 -5.1452
H6 1.1392 -3.0446 -5.1406
S1 3.9700 -0.4559 0.9269
C13 2.3236 -0.7912 1.0141
N5 1.5627 -0.1685 0.1431
C14 2.3178 0.6668 -0.7043
C15 1.8610 1.4881 -1.7378
C16 2.7897 2.1975 -2.4648
C17 4.1618 2.1186 -2.1736
C18 4.6213 1.3423 -1.1370
C19 3.6818 0.6172 -0.4019
H7 1.9342 -1.4966 1.7347
H8 0.8078 1.5620 -1.9450
H9 2.4592 2.8357 -3.2735
H10 4.8674 2.6775 -2.7730
H11 5.6761 1.2951 -0.9007
Br1 -2.9841 -1.1498 0.0489
C20 -2.5485 -0.6414 1.8260
C21 -3.4867 -0.5316 2.8253
C22 -3.0147 -0.1670 4.0805
C23 -1.6528 0.0500 4.2674
C24 -0.7976 -0.0917 3.1936
N6 -1.2506 -0.4261 1.9742
H12 -4.5341 -0.7241 2.6372
H13 -3.7071 -0.0606 4.9056
H14 -1.2606 0.3258 5.2365
H15 0.2711 0.0426 3.2953
C25 -0.7587 4.0385 2.7722
C26 0.5033 3.2742 2.4463
N7 0.1797 2.2714 1.4264
C27 -0.8106 2.3778 0.5141
N8 -0.9788 1.3849 -0.3770
C28 -1.9346 1.6189 -1.4721
C29 -3.1562 2.3633 -0.9705
C30 -2.6826 3.6831 -0.4182
N9 -1.5777 3.4775 0.5259
C31 -1.3237 4.5746 1.4757
H16 -0.5551 4.8554 3.4619
H17 -1.4849 3.3697 3.2431
H18 0.8967 2.7565 3.3212
H19 1.2762 3.9523 2.0793
H20 0.8193 1.5145 1.2825
H21 -2.2039 0.6660 -1.9201
H22 -1.4519 2.2167 -2.2554
H23 -3.6485 1.7810 -0.1884
H24 -3.8720 2.5251 -1.7753
H25 -3.4822 4.1980 0.1114
H26 -2.3462 4.3368 -1.2264
H27 -2.2682 5.0867 1.6463
H28 -0.6339 5.2963 1.0304

Computed properties:
2S+1	1
net charge	+3
electronic energy	-195223.2934	eV
highest occupied orbital energy	-16.3	eV
relative energy (zero: lowest compared OMol25 entry of this formula, charge and spin)	31.82	kJ/mol
gap between HOMO and LUMO	7.0	eV
lowest unoccupied orbital energy	-9.34	eV